1.
The following is a quantum chemistry calculation of a 29-piece molecular cluster, C13H65F2N3O35 overall, from the Open Molecules 2025 dataset.

Properties
* HOMO level: -8.066 eV
* total energy: -3531.16185 a.u.
* largest force on an atom: 11.09 eV/Å
* E_LUMO: -0.1128 hartree
* Kohn-Sham gap: 5.0 eV

The geometry in XYZ format:
```
118
Properties=species:S:1:pos:R:3:lowdin_charge:R:1
O 5.189 1.333 -6.847 -0.061
H 0.179 -1.340 9.644 0.051
H -2.060 0.353 6.542 0.018
H -2.613 -3.634 1.737 -0.006
O 8.719 -0.840 -2.094 -0.068
N 2.476 -0.032 -2.629 -0.137
H 1.084 3.410 -1.043 -0.010
H 5.491 1.712 7.146 0.040
O 2.759 -1.227 1.717 -0.060
H 6.614 -0.624 -0.627 0.028
O 2.504 -6.476 1.688 -0.073
H -0.972 -5.793 1.818 0.046
O -1.396 -0.345 1.213 -0.045
O -4.111 -4.874 -5.970 -0.064
H 5.879 -1.870 -1.117 0.052
H 2.870 1.638 -1.275 0.079
H 1.128 2.990 0.424 0.007
H 8.664 -2.394 1.232 0.046
H 3.918 -0.889 5.441 0.037
H 0.914 -0.095 10.134 0.021
H -2.150 3.670 -4.080 0.116
O 5.819 -0.903 -1.104 -0.064
C -0.124 -0.461 -3.037 0.041
H 2.741 2.286 9.161 0.044
H 2.474 -1.064 2.629 -0.006
H -0.116 -0.160 3.149 0.016
H -6.686 3.007 0.481 -0.002
C -3.181 0.310 -3.372 -0.031
H 4.359 0.546 -1.668 0.059
O -3.620 0.504 -0.614 0.068
H -2.274 0.006 1.001 0.012
C 1.258 -0.821 -2.241 -0.170
H -7.733 -2.397 0.266 0.029
H 7.863 -0.900 -2.543 0.022
H -4.345 -4.852 -6.911 0.038
O -1.245 -0.156 6.671 -0.071
H -3.572 3.243 -2.790 0.138
H -1.213 5.271 1.841 0.070
H -1.916 -1.324 -7.698 0.040
H 3.038 -0.131 -0.429 0.077
O 1.700 3.155 -0.341 -0.052
H 2.483 -7.383 1.346 0.033
H -0.600 4.734 0.550 0.030
H 5.844 -2.569 2.346 0.024
C -5.600 -0.381 -3.152 -0.133
H -0.409 5.867 -4.521 0.031
H 2.740 -0.725 4.483 0.024
O 4.982 1.113 6.579 -0.064
C -2.479 3.009 -3.135 -0.005
H -6.259 -2.279 -0.113 0.001
C -0.570 0.984 -3.673 -0.111
O 2.138 1.792 9.737 -0.061
H 3.180 -2.099 1.756 0.041
H -3.416 -4.508 2.698 0.047
H -8.174 3.039 0.823 0.033
H -3.082 3.232 -6.583 0.067
H -1.417 -1.251 0.871 0.010
H -0.922 2.862 -0.014 0.111
O -0.925 6.050 -5.321 -0.063
H -1.872 -1.745 -6.231 -0.012
H 5.320 0.666 -4.862 0.012
H 1.267 2.168 9.539 0.045
F -5.723 1.709 -0.833 0.030
O -8.006 0.411 -0.557 -0.054
H -1.520 5.289 -5.395 -0.013
H -1.016 -5.372 0.351 0.016
O -0.574 4.622 1.512 -0.049
H -1.580 3.135 -6.840 0.074
O 0.119 -0.373 9.657 -0.064
H -3.832 -3.967 -5.776 -0.004
O -1.300 -1.579 -6.996 -0.057
O -6.862 -2.772 0.463 -0.060
H 2.258 0.829 -3.174 0.073
O -2.226 3.291 -6.134 -0.055
H 3.818 0.762 -4.606 0.023
H 5.574 0.941 5.831 0.043
H -0.072 -0.581 4.616 0.022
C -2.153 1.427 -3.401 0.028
O 0.182 1.806 -4.409 0.033
H -4.217 0.967 7.977 0.056
H 5.231 -2.031 3.637 -0.005
O 4.674 0.822 -4.157 -0.076
N -0.870 -3.030 -2.814 0.130
O 5.871 -2.681 3.309 -0.069
O -2.659 -3.904 2.667 -0.052
O -3.255 -2.088 -4.537 -0.011
H -7.363 -0.035 -1.129 -0.007
C -1.347 -3.205 -1.525 0.039
H 0.340 3.322 2.744 -0.003
O -1.758 3.211 -0.465 -0.023
H 1.518 3.158 3.702 0.045
O 8.241 -1.526 1.304 -0.062
H 1.626 -6.126 1.475 -0.011
O -1.836 -3.154 -0.258 0.010
C -4.589 0.954 -1.424 -0.144
H 1.514 -1.965 -2.416 0.136
F -6.596 -0.428 -4.281 0.025
O -0.400 -5.627 1.053 -0.053
O 1.155 2.813 2.873 -0.059
C -1.126 -1.590 -3.197 -0.108
O -3.256 1.053 8.063 -0.061
O 3.555 -1.234 4.612 -0.052
C -1.458 3.489 -1.908 -0.187
H -3.015 0.367 8.704 0.053
C -2.638 -1.184 -3.782 -0.101
O -7.328 3.454 1.052 -0.064
H 5.468 2.241 -6.653 0.055
O 0.500 -0.416 3.852 -0.053
O -0.309 4.178 -2.135 -0.027
O -5.710 -1.408 -2.265 0.046
H 9.365 -0.996 -2.800 0.037
N -4.576 0.709 -2.956 0.079
H 4.955 1.356 -7.787 0.051
C 3.221 0.510 -1.391 -0.107
H -8.851 -0.003 -0.786 0.057
H -0.882 0.189 7.501 0.008
H 8.142 -1.391 2.259 0.034
H 1.032 -0.754 -1.055 0.150
```


2.
The following is a quantum chemistry calculation of a 2-piece molecular cluster, C20H19Cl3NO2P overall, from the Open Molecules 2025 dataset.

Properties
* HOMO level: -8.065 eV
* total energy: -2700.67310 a.u.
* SMILES: [H]/N=C/Cc1ccc(P(C)CC)c2c1C(=O)c1ccccc1C2=O.ClC(Cl)Cl
* largest force on an atom: 1.07 eV/Å
* E_LUMO: -0.0242 hartree
* relative energy (zero: lowest compared OMol25 entry of this formula, charge and spin): 0.0 kJ/mol
* Kohn-Sham gap: 7.4 eV

The geometry in XYZ format:
```
46
Properties=species:S:1:pos:R:3:lowdin_charge:R:1
H -0.502 -0.788 3.653 0.118
H -0.105 1.561 1.951 0.055
H 3.515 -3.617 -3.517 0.113
H -2.467 0.632 -0.964 0.043
P -0.776 2.321 -0.328 0.984
C 1.774 -2.433 0.017 -0.283
H 2.588 -3.651 4.441 0.104
C 0.409 1.005 -0.832 -0.302
C 0.596 -0.247 -0.219 -0.065
H 1.567 -3.473 -4.443 0.050
H 2.824 0.716 -3.214 0.117
N 1.722 -2.668 -3.841 0.117
C 0.577 -1.522 1.955 -0.084
H -6.739 4.013 -2.887 0.008
H 0.809 -2.168 5.258 0.104
C 2.376 -0.814 -1.803 -0.158
C 1.574 -1.136 -0.703 -0.023
C 2.024 -3.068 3.728 -0.060
C -1.692 3.035 2.224 -0.163
H 0.324 3.210 1.569 0.064
H -2.173 3.809 1.629 0.064
H 1.116 2.295 -2.357 0.089
C 2.199 0.440 -2.377 -0.010
O 2.100 -3.448 -0.532 0.134
O -1.311 -0.363 1.206 0.104
C -6.080 3.452 -2.237 -1.552
C 2.297 -3.171 2.368 0.006
C 1.240 1.322 -1.903 -0.083
C -2.471 1.612 -0.502 -0.284
C 1.563 -2.384 1.484 -0.087
Cl -4.890 2.627 -3.243 0.535
C 2.861 -2.770 -3.304 -0.243
C 3.415 -1.735 -2.378 -0.139
H -2.404 2.264 2.496 0.064
H -3.108 2.319 -1.016 -0.035
H 4.133 -1.131 -2.934 0.118
C 1.022 -2.221 4.202 -0.057
H -2.866 1.473 0.501 0.018
C -0.171 -0.677 0.983 -0.307
H 3.980 -2.217 -1.584 0.116
H -1.362 3.511 3.145 0.066
C -0.475 2.476 1.494 -0.426
Cl -7.056 2.290 -1.337 0.523
Cl -5.292 4.590 -1.142 0.520
C 0.284 -1.443 3.316 0.006
H 3.055 -3.831 1.977 0.119
```


3.
The following is a quantum chemistry calculation of C32H25CaN2PS6 as an isolated structure, from the Open Molecules 2025 dataset.

Properties
* HOMO level: -7.371 eV
* total energy: -4752.03595 a.u.
* largest force on an atom: 1.03 eV/Å
* E_LUMO: -0.0161 hartree
* relative energy (zero: lowest compared OMol25 entry of this formula, charge and spin): 41.1 kJ/mol
* Kohn-Sham gap: 6.9 eV

The geometry in XYZ format:
```
67
Properties=species:S:1:pos:R:3:lowdin_charge:R:1
C 2.575 1.692 -3.465 -0.050
H -2.311 -3.446 -3.319 0.094
C 1.595 0.847 -8.444 -0.137
C -1.262 -2.113 -1.990 -0.169
H 5.020 4.775 1.584 0.038
S 2.522 1.264 0.827 0.407
H 4.710 1.802 -6.504 0.104
C -4.205 -3.634 4.133 -0.079
C -2.113 -2.891 3.195 -0.382
C -2.390 -3.603 0.058 -0.104
C -0.946 -1.739 -0.677 -0.331
S 2.143 4.113 4.083 0.896
N 0.653 1.077 -2.179 -0.026
P -1.131 -1.922 2.000 1.053
C 1.831 2.608 4.862 -1.524
H -4.067 -5.032 5.755 0.103
H 4.715 0.003 -8.223 0.108
H -0.812 0.400 3.642 0.081
C -1.602 0.654 2.945 -0.124
H 0.548 2.378 -7.352 0.105
N 2.726 0.190 -8.693 0.064
C 1.488 1.865 -7.509 -0.078
H 0.731 0.547 -9.026 0.108
C 1.957 0.975 -2.458 -0.164
C 3.804 0.546 -8.001 -0.138
H -3.299 -4.780 -1.490 0.097
S 2.632 4.679 1.184 0.789
H 2.538 0.288 -1.854 0.089
C -2.656 -3.938 -1.264 -0.101
H -1.132 1.962 -2.690 0.116
H 4.579 4.945 -0.131 0.031
S 2.547 3.507 -5.551 0.988
C -2.099 -3.187 -2.288 -0.109
H -0.834 -1.557 -2.822 0.068
C 2.617 2.213 -6.784 -0.521
H -0.349 -3.707 4.100 0.098
H -4.402 1.574 0.463 0.106
C -3.040 0.053 1.112 -0.106
H -5.287 -3.608 4.143 0.104
H -1.831 2.639 3.722 0.113
C -2.176 1.918 2.992 -0.064
S 1.417 2.440 6.440 0.518
C 3.805 1.546 -7.038 -0.082
S 2.029 1.271 3.776 0.867
C -3.518 -4.435 5.038 -0.084
C -2.133 -4.464 5.026 -0.083
H -3.629 3.236 2.124 0.106
C -2.028 -0.297 2.011 -0.448
C 4.379 4.400 0.790 -0.390
C -3.506 -2.865 3.217 -0.095
H -0.180 3.323 -4.535 0.109
Ca 0.154 0.109 0.185 1.107
C 2.328 2.164 2.300 -1.162
H 4.546 3.338 0.624 0.007
C 2.399 3.502 2.461 -1.029
C -1.562 -2.518 0.328 -0.484
H -1.595 -5.080 5.734 0.104
H -2.824 -4.189 0.860 0.095
C -1.432 -3.692 4.108 -0.102
C 1.806 2.552 -4.235 -0.501
C -3.183 2.250 2.096 -0.076
H -4.047 -2.239 2.517 0.105
H -3.366 -0.663 0.367 0.109
C -3.614 1.317 1.161 -0.075
C -0.076 1.906 -2.927 -0.121
H 3.637 1.591 -3.637 0.115
C 0.451 2.661 -3.960 -0.066
```